The following is a quantum chemistry calculation of a cluster of 2 separate species, C4H12 in total in a non-equilibrium geometry, from OMol25.

LUMO: 1.08 eV
DFT total energy: -4341.24257 eV
relative energy (zero: lowest compared OMol25 entry of this formula, charge and spin): 29.65 kcal/mol
multiplicity: 1
frontier orbital gap: 11.82 eV
F_max: 0.078 hartree/bohr
structure (SMILES): CC.CC

Geometry as XYZ:
```
16
C4H12 the ωB97M-V functional and the def2-TZVPD basis
H -2.027 -0.092 -2.602
C -1.837 0.912 -2.216
C 1.438 -1.146 2.515
C -0.607 1.239 -1.433
H -2.795 1.258 -1.746
H 1.258 -0.243 0.614
H -1.949 1.774 -2.921
H -0.051 -1.619 0.956
H 0.365 1.257 -1.975
H -0.688 2.220 -0.913
H 1.988 -1.888 3.095
H -0.381 0.429 -0.690
C 0.933 -1.174 1.058
H 1.690 -1.815 0.540
H 2.140 -0.290 2.603
H 0.525 -0.822 3.112
```

---

The following is a quantum chemistry calculation of a cluster of 2 separate species, C3H5FNOPS2 in total in a non-equilibrium geometry, from OMol25.

LUMO: -2.48 eV
DFT total energy: -40404.97901 eV
relative energy (zero: lowest compared OMol25 entry of this formula, charge and spin): 38.51 kcal/mol
multiplicity: 1
frontier orbital gap: 8.08 eV
F_max: 0.056 hartree/bohr

Geometry as XYZ:
```
14
C3H5FNOPS2 the ωB97M-V functional and the def2-TZVPD basis
F 2.428 0.173 1.021
H 2.630 -1.400 -1.881
H -1.035 0.062 -1.181
S 1.392 -3.496 0.629
C -1.136 -0.061 -0.096
H -0.621 0.988 1.720
O -0.515 -1.271 0.314
N -1.909 3.254 0.017
P 0.960 -1.739 -0.024
C -0.554 1.145 0.638
S 1.343 -1.072 -1.979
H -2.192 -0.195 0.154
C -1.293 2.333 0.289
H 0.502 1.279 0.379
```

---

The following is a quantum chemistry calculation of an isolated molecule of Br2FH2PSi in a non-equilibrium geometry, from OMol25.

LUMO: -1.05 eV
DFT total energy: -160002.07335 eV
relative energy (zero: lowest compared OMol25 entry of this formula, charge and spin): 73.81 kcal/mol
multiplicity: 1
frontier orbital gap: 7.87 eV
F_max: 0.059 hartree/bohr
structure (SMILES): F[PH2]=[Si](Br)Br

Geometry as XYZ:
```
7
Br2FH2PSi the ωB97M-V functional and the def2-TZVPD basis
Si -1.087 -1.075 0.484
Br -0.732 -0.713 2.675
P 0.623 0.676 -0.396
H 1.563 1.780 -0.602
Br -0.101 -3.027 0.158
F 0.066 0.645 -1.916
H -0.332 1.714 -0.403
```

---

The following is a quantum chemistry calculation of an isolated molecule of C3H7OS2 in a non-equilibrium geometry, from OMol25.

LUMO (alpha / beta): 0.03 / -2.09 eV
DFT total energy: -26940.25787 eV
relative energy (zero: lowest compared OMol25 entry of this formula, charge and spin): 9.91 kcal/mol
multiplicity: 2
frontier orbital gap (alpha / beta): 9.04 / 7.19 eV
F_max: 0.092 hartree/bohr

Geometry as XYZ:
```
13
C3H7OS2 the ωB97M-V functional and the def2-TZVPD basis
C 1.973 1.424 0.260
H 1.474 2.200 -0.332
H 0.855 2.322 2.006
H 1.121 0.469 2.091
H 1.151 -0.183 -0.492
H 2.942 1.538 0.806
O 2.059 0.085 -0.263
H -0.798 1.594 0.147
S -1.568 -1.215 -1.526
C 0.816 1.337 1.480
H -1.238 1.162 1.770
S -0.890 -0.745 0.369
C -0.549 0.935 1.011
```

---

The following is a quantum chemistry calculation of a structure of composition C32H47CdN10P, from OMol25.

LUMO (alpha / beta): -0.77 / -0.77 eV
DFT total energy: -62701.27420 eV
relative energy (zero: lowest compared OMol25 entry of this formula, charge and spin): 3.34 kcal/mol
multiplicity: 1
frontier orbital gap (alpha / beta): 6.22 / 6.22 eV
F_max: 0.008 hartree/bohr

Geometry as XYZ:
```
91
C32H47CdN10P the ωB97M-V functional and the def2-TZVPD basis
H -1.972 -3.037 1.093
H 3.492 3.286 -3.150
N 3.593 1.417 2.181
H -0.978 -3.669 -3.797
C 0.155 -3.246 1.113
C -1.314 -4.545 -0.299
H -4.029 3.341 -1.057
N 0.141 1.803 -2.650
C 1.183 1.470 -3.655
N 3.296 0.030 1.989
N 1.115 0.437 -0.502
C 1.743 3.560 -1.897
H 2.195 2.806 -1.249
C 0.798 -1.613 5.662
H -2.196 -1.880 -5.007
H -4.123 0.011 -0.336
N 0.343 -2.191 2.035
H -0.711 -0.936 -5.136
H -2.517 3.451 -0.167
H 1.406 -1.700 -1.663
C 2.456 3.617 -3.261
H 0.990 -3.077 7.182
H 1.811 4.523 -1.385
C -3.265 2.750 -0.547
H -0.174 5.534 2.238
C 0.508 -2.442 3.312
H 2.242 -3.651 0.886
C 1.739 2.733 -4.292
H 2.989 1.771 2.908
H -4.956 2.091 0.681
C 0.699 -3.971 5.207
H -0.254 3.198 -1.141
C -1.249 -1.655 -4.510
C 0.846 -2.881 6.128
C -3.565 0.449 0.495
H 4.553 1.551 2.470
H 0.744 0.829 -4.417
N 0.437 2.253 2.586
C -3.877 1.941 0.626
C -2.073 0.241 0.281
C -0.053 4.583 2.739
H 2.494 4.643 -3.631
C 0.287 2.126 3.904
H -0.171 -3.347 -5.330
H -0.373 -5.970 -1.607
C 0.281 3.168 -2.090
H -0.217 3.886 -2.752
Cd 0.828 0.066 1.482
H -1.584 0.589 1.200
C 0.274 3.451 2.022
C -0.203 4.456 4.117
H 2.011 0.909 -3.198
C -1.529 -1.009 -3.156
N -1.586 0.995 -0.883
P -0.057 0.586 -1.480
H -3.350 1.216 -2.046
H -0.130 3.069 5.774
H -0.038 -2.712 -1.640
H 0.433 3.491 0.949
H 0.895 -0.764 6.323
H -0.453 5.319 4.723
H -2.190 -1.674 -2.576
N -0.295 -0.771 -2.426
H 1.493 -1.907 -4.149
H 0.915 3.284 -4.756
H 1.460 -3.512 -3.405
C -0.026 3.222 4.708
H 3.736 -0.554 2.688
H -3.869 -0.085 1.396
C 1.243 -3.917 0.558
H 3.632 -0.238 1.074
C -1.125 -3.565 0.669
H 1.912 -5.401 -0.836
H -1.847 -0.826 0.175
H 0.722 -4.986 5.591
H -2.054 -0.067 -3.303
C 1.054 -4.893 -0.412
C 0.522 -1.972 -2.232
H 2.420 2.454 -5.098
H 0.428 -4.618 3.209
H -2.096 2.399 -2.338
H -3.464 2.295 1.575
C -0.402 -2.918 -4.352
C 0.874 -2.604 -3.573
N 0.507 -0.100 3.766
H -2.319 -4.779 -0.635
C 0.536 -3.776 3.879
C -0.226 -5.214 -0.845
N 0.438 0.885 4.556
C 0.630 -1.349 4.268
C -2.585 1.830 -1.553
```

---

The following is a quantum chemistry calculation of a structure of composition C19H45F3N2O4SSbTi, from OMol25.

net charge: +2
LUMO (alpha / beta): -5.54 / -5.39 eV
DFT total energy: -80231.65048 eV
relative energy (zero: lowest compared OMol25 entry of this formula, charge and spin): 38.76 kcal/mol
multiplicity: 2
frontier orbital gap (alpha / beta): 8.76 / 8.83 eV
F_max: 0.014 hartree/bohr

Geometry as XYZ:
```
76
C19H45F3N2O4SSbTi the ωB97M-V functional and the def2-TZVPD basis
H -0.627 -3.516 -3.884
H 3.318 1.915 -0.407
O 0.583 1.118 2.291
Ti -0.700 1.173 0.480
H 3.257 -2.883 0.061
C -0.769 -1.939 -2.447
H -1.820 4.401 -0.624
S 1.196 2.425 1.974
H -1.245 -0.972 2.681
H -4.110 1.014 -1.961
C 0.888 -4.242 0.424
H -3.509 -0.646 -0.354
C -2.193 -1.575 -2.848
H -2.077 1.751 -3.253
H -1.110 -4.090 -2.288
H -4.809 2.628 -2.093
C -2.820 3.969 -0.695
H -3.006 -0.932 2.746
C 4.748 1.193 0.877
C -2.114 2.726 -2.768
C -4.158 1.996 -1.490
H 2.586 -1.304 -0.357
F 0.065 3.562 4.057
O 2.509 2.695 2.463
H 2.275 -2.714 -1.386
H -1.100 3.117 -2.666
H -4.400 -1.570 0.859
H 5.760 3.632 3.016
C -2.777 2.623 -1.403
N 3.999 1.167 -0.359
H 1.585 -1.247 2.026
H -2.257 -1.584 -3.940
H 4.590 1.208 -1.180
H 0.528 -2.562 2.575
N 5.376 2.726 2.741
H 2.243 -2.858 2.332
O 0.964 2.622 0.529
C -0.006 3.590 2.750
H 0.577 -3.648 -2.611
H -3.242 -3.384 2.168
H 5.950 2.000 3.171
H -0.042 0.061 -2.926
C -3.555 -1.605 0.164
H 0.137 -1.128 -4.219
C -0.461 -3.385 -2.811
H -2.470 -0.574 -2.509
H 1.765 -4.765 0.817
C 5.318 2.573 1.240
H 4.087 0.869 1.686
H 0.723 -4.600 -0.590
O -1.945 1.746 -0.592
C -2.145 -0.859 2.073
H -4.600 1.896 -0.497
H 6.321 2.735 0.850
H 4.418 2.654 3.106
C 2.379 -2.377 -0.354
H -3.239 3.855 0.307
C -2.280 -1.895 0.951
H 1.243 -1.155 -2.847
H -2.923 -2.290 -2.474
Sb -0.504 -1.552 -0.302
C 0.207 -0.981 -3.137
F -1.219 3.124 2.355
H 5.553 0.460 0.816
F 0.161 4.809 2.292
C -2.338 -3.292 1.558
H -3.452 4.661 -1.250
H -3.766 -2.388 -0.562
C 1.158 -2.742 0.488
H -2.384 -4.060 0.784
H 0.035 -4.534 1.034
H -2.680 3.404 -3.406
H 4.665 3.365 0.882
H -2.212 0.197 1.728
C 1.378 -2.315 1.937
H -1.484 -3.501 2.203
```

---

The following is a quantum chemistry calculation of a cluster of 2 separate species, C4H12 in total in a non-equilibrium geometry, from OMol25.

LUMO: 1.14 eV
DFT total energy: -4342.38350 eV
relative energy (zero: lowest compared OMol25 entry of this formula, charge and spin): 3.34 kcal/mol
multiplicity: 1
frontier orbital gap: 12.74 eV
F_max: 0.024 hartree/bohr
structure (SMILES): CC.CC

Geometry as XYZ:
```
16
C4H12 the ωB97M-V functional and the def2-TZVPD basis
H 1.651 0.189 -1.175
H -2.209 -0.191 2.697
H -1.008 -1.085 3.693
H -0.631 0.286 0.998
H 0.337 1.791 -2.502
C 0.533 0.797 -2.916
H 1.196 -1.161 -2.286
H -0.869 0.636 3.544
H 0.752 -0.060 1.972
H -0.315 0.509 -3.528
C -1.171 -0.250 3.012
C -0.261 -0.390 1.762
C 0.898 -0.218 -1.843
H 0.012 -0.460 -1.251
H -0.294 -1.413 1.388
H 1.380 1.021 -3.566
```

---

The following is a quantum chemistry calculation of a structure of composition C19H24N5O2PSSe2Tl, from OMol25.

net charge: -1
LUMO: 2.25 eV
DFT total energy: -187155.20076 eV
relative energy (zero: lowest compared OMol25 entry of this formula, charge and spin): 0.00 kcal/mol
multiplicity: 1
frontier orbital gap: 7.31 eV
F_max: 0.011 hartree/bohr

Geometry as XYZ:
```
55
C19H24N5O2PSSe2Tl the ωB97M-V functional and the def2-TZVPD basis
O 2.063 2.108 2.714
Se -0.769 -1.953 1.949
H 1.966 -0.745 0.489
H -5.765 -0.746 0.853
C -3.744 -1.318 0.421
C 3.590 1.076 -0.267
C -0.479 -6.357 -1.584
N 0.443 4.333 0.089
C 2.486 1.823 -1.040
C 3.276 0.715 1.189
C 3.137 1.963 2.082
O 4.114 2.751 2.119
C -3.319 -2.043 -1.830
H 4.516 1.655 -0.270
C -2.857 -1.778 -0.542
C -5.538 -1.387 -1.181
H 3.805 0.139 -0.788
H 2.001 -0.613 2.120
C 2.755 3.310 -1.264
N 2.769 4.111 -0.046
H -0.332 4.314 0.754
C -4.653 -1.855 -2.147
H 3.732 3.445 -1.732
Tl -0.205 1.339 1.795
S -2.913 5.208 4.364
H -0.350 -7.382 -1.908
N -1.114 4.349 2.387
C 0.215 -5.336 -2.213
H -2.158 -4.518 0.715
P -1.074 -2.001 -0.181
H 2.589 4.546 2.375
N 1.772 4.891 1.879
C -0.809 -3.722 -0.751
C 0.048 -4.019 -1.800
H -1.885 -6.856 -0.037
H -6.581 -1.232 -1.431
H -3.381 -1.123 1.422
C 1.659 4.426 0.631
H 2.356 1.363 -2.021
H 1.523 1.691 -0.539
C -5.082 -1.116 0.099
C -1.502 -4.752 -0.115
N 2.063 -0.087 1.256
H 0.579 -3.210 -2.287
H 0.907 4.835 2.417
H 0.331 3.882 -0.800
H -5.005 -2.066 -3.149
H 0.889 -5.562 -3.031
H 4.157 0.179 1.566
C -1.342 -6.062 -0.533
Se -0.001 -0.623 -1.433
H 2.031 3.735 -1.963
H -2.623 -2.387 -2.587
H 3.574 3.952 0.568
C -1.864 4.711 3.216
```